# C56H106N4O23S

11 unconnected molecules or ions with the total composition C56H106N4O23S at a distorted geometry (wB97M-V/def2-TZVPD, the OMol25 dataset).

```
190
Properties=species:S:1:pos:R:3:forces:R:3
C 5.952 -3.208 5.149 0.723 0.236 -0.111
C 6.512 -1.801 4.751 -1.273 1.149 -0.205
C 7.367 -1.859 3.442 -0.384 -0.278 -0.403
C 7.616 -0.565 2.612 -0.212 0.035 0.652
C 6.314 0.143 2.354 -1.308 0.416 2.350
C 5.416 0.303 3.631 -0.743 0.609 -0.778
N 5.284 -0.969 4.383 0.914 0.039 -1.712
O 4.325 -0.778 5.393 0.331 -0.241 0.651
C 5.893 1.507 4.479 0.833 -0.542 0.677
C 4.026 0.748 3.020 -0.112 -0.483 1.322
C 7.351 -1.159 5.887 0.039 0.814 -0.564
H 5.530 -3.770 4.315 -0.211 0.441 -0.230
H 5.213 -3.148 5.947 -0.043 0.268 -0.068
H 6.733 -3.865 5.534 0.357 0.196 0.098
H 8.270 -2.385 3.752 0.308 0.103 -0.338
H 6.850 -2.479 2.710 -0.182 -0.520 0.276
H 7.998 -0.723 1.604 0.545 -0.677 0.224
H 8.311 0.117 3.102 0.062 0.023 0.125
H 5.625 -0.338 1.660 0.665 -0.094 -0.469
H 6.466 1.204 2.154 0.186 -0.196 -0.975
H 5.676 1.356 5.537 -0.206 -0.092 0.030
H 6.979 1.567 4.414 0.173 0.153 0.041
H 5.501 2.495 4.236 -0.186 -0.212 -0.464
H 3.516 1.363 3.761 -0.109 0.168 -0.087
H 4.134 1.324 2.101 0.271 0.064 0.081
H 3.339 -0.076 2.828 0.291 -0.346 -0.155
H 6.767 -0.617 6.631 -0.358 -0.733 0.309
H 7.917 -0.320 5.480 0.224 -0.039 -0.412
H 8.108 -1.808 6.328 -0.326 -0.267 0.140
H 3.684 -1.456 5.165 -0.295 -0.061 0.114
C -3.687 4.621 0.552 0.802 -0.634 -0.529
C -4.964 4.718 -0.296 0.687 1.155 1.538
C -5.418 6.168 -0.022 0.153 0.375 -0.395
C -4.566 7.163 -0.798 -0.278 -0.788 -1.326
C -4.683 6.790 -2.339 -0.521 0.915 2.608
C -4.233 5.359 -2.712 -0.898 2.919 -0.299
N -4.833 4.433 -1.753 -0.804 1.954 0.566
O -4.366 3.174 -1.998 0.967 -1.709 0.047
C -4.878 5.160 -4.095 0.559 -0.916 -0.334
C -2.715 5.516 -2.839 0.375 -1.928 0.600
C -5.953 3.765 0.315 -1.402 -0.881 -0.557
H -2.938 5.304 0.152 0.259 -0.271 0.126
H -3.313 3.597 0.568 0.308 -0.074 -0.305
H -3.825 4.865 1.606 -0.380 0.181 -0.115
H -6.474 6.300 -0.259 -0.115 0.054 -0.327
H -5.328 6.396 1.040 -0.044 -0.382 0.135
H -3.511 7.174 -0.524 0.015 -0.330 0.263
H -4.876 8.193 -0.624 -0.319 0.004 -0.202
H -4.069 7.591 -2.750 -0.243 -0.396 -1.081
H -5.748 6.883 -2.549 0.018 0.359 -0.397
H -4.433 5.865 -4.797 -0.052 0.057 -0.018
H -4.667 4.159 -4.470 0.170 -0.148 -0.098
H -5.962 5.263 -4.142 0.014 0.185 0.480
H -2.303 4.509 -2.762 0.449 -0.100 -0.020
H -2.370 5.914 -3.793 -0.343 0.206 0.078
H -2.305 6.094 -2.011 0.041 0.047 -0.113
H -6.909 3.823 -0.204 -0.025 -0.163 -0.596
H -6.318 3.916 1.331 0.927 0.468 0.327
H -5.585 2.742 0.240 -0.059 -0.113 0.063
H -5.144 2.626 -2.120 -0.161 -0.181 -0.104
C -3.458 -4.358 0.163 -1.474 0.438 -0.238
C -3.960 -3.986 1.602 0.978 -0.888 -1.189
C -3.455 -2.620 1.948 0.655 2.036 2.026
C -4.089 -1.421 1.247 -1.675 -1.089 0.427
C -5.661 -1.466 1.337 0.663 -0.223 -1.058
C -6.275 -2.909 1.104 0.485 1.169 -1.858
N -5.451 -3.979 1.755 1.536 2.360 0.426
O -5.907 -5.236 1.463 -0.767 -1.375 -0.829
C -7.598 -2.873 1.855 0.172 -0.163 -0.149
C -6.469 -3.051 -0.475 -0.713 -1.163 -0.238
C -3.355 -5.012 2.568 0.181 -0.332 1.007
H -3.695 -3.528 -0.502 -0.240 -0.055 -0.143
H -4.076 -5.201 -0.145 0.302 -0.136 -0.323
H -2.404 -4.537 -0.053 0.095 -0.284 0.852
H -3.461 -2.488 3.030 -1.082 -0.034 0.524
H -2.393 -2.381 1.894 0.538 -1.183 -1.005
H -3.727 -1.561 0.229 -0.427 0.751 -0.364
H -3.743 -0.481 1.676 0.250 -0.025 -0.198
H -6.073 -0.807 0.573 0.140 -0.343 -0.774
H -6.132 -0.914 2.151 0.682 -0.653 1.086
H -8.188 -3.790 1.851 0.199 -0.225 -0.072
H -7.250 -2.642 2.861 -0.775 0.055 0.240
H -8.247 -2.112 1.423 0.095 0.213 0.253
H -6.826 -4.048 -0.736 0.655 -0.657 0.337
H -7.276 -2.557 -1.015 -0.497 1.134 1.129
H -5.686 -2.802 -1.191 0.750 -0.105 0.743
H -2.265 -5.018 2.578 0.176 0.605 -0.353
H -3.553 -6.077 2.444 -0.664 0.157 -0.646
H -3.650 -4.802 3.596 -0.188 0.220 0.123
H -6.652 -5.369 2.054 -0.007 -0.151 0.204
C -1.169 1.220 -1.480 -2.248 -0.875 -0.293
C 0.287 1.113 -1.380 2.094 1.771 0.254
C 0.746 1.717 -0.018 -1.174 -1.253 1.645
C 0.523 0.704 1.172 -0.036 1.469 -1.526
C 1.177 -0.605 0.840 -0.566 1.123 0.329
C 0.803 -1.256 -0.476 -0.216 -0.380 -2.211
N 0.818 -0.257 -1.637 1.516 2.424 4.152
O 0.536 -0.661 -2.896 -0.756 -1.360 -1.031
C 1.982 -2.300 -0.761 -1.389 0.726 0.289
C -0.622 -1.900 -0.365 1.349 -0.420 -0.168
C 0.929 2.148 -2.376 -0.019 -0.805 -0.371
H -1.456 0.895 -2.480 -0.247 0.436 -0.276
H -1.591 2.190 -1.219 0.190 0.172 -0.425
H -1.714 0.511 -0.856 0.149 -0.071 0.359
H 1.744 2.156 -0.024 0.141 -0.434 -0.078
H 0.082 2.545 0.230 0.013 0.288 -0.450
H -0.541 0.576 1.369 -0.311 0.071 -0.271
H 0.937 1.082 2.106 0.190 0.147 -0.011
H 0.759 -1.188 1.660 1.114 -1.064 0.017
H 2.226 -0.310 0.876 0.324 -1.070 0.186
H 2.112 -2.894 0.143 0.030 -0.226 -0.068
H 1.792 -2.940 -1.622 -0.185 0.117 0.000
H 2.919 -1.773 -0.941 -0.104 0.241 0.039
H -0.975 -2.181 -1.357 -0.045 0.037 -0.060
H -0.522 -2.817 0.217 -0.221 -0.121 0.154
H -1.357 -1.247 0.106 0.178 0.023 0.001
H 0.714 3.208 -2.240 -0.323 -0.140 0.830
H 0.608 2.007 -3.409 0.159 -0.534 -0.107
H 2.009 2.033 -2.281 0.060 -0.037 -0.358
H 1.415 -0.719 -3.277 0.182 -0.070 -0.628
C -4.217 0.508 -4.936 -1.081 -1.346 0.174
S -4.481 -0.081 -3.162 -0.912 -0.495 0.747
O -5.937 -0.575 -2.962 2.402 0.855 -0.950
C -3.456 -1.609 -3.220 -0.135 -0.042 -0.964
H -4.941 1.299 -5.132 0.188 0.168 0.367
H -4.555 -0.339 -5.534 0.028 -0.112 -0.153
H -3.216 0.771 -5.277 0.085 0.070 0.728
H -4.036 -2.302 -3.830 0.030 -0.021 -0.157
H -3.223 -2.143 -2.299 -0.488 0.671 0.445
H -2.494 -1.421 -3.698 -0.031 0.243 -0.136
C 1.706 3.736 -5.545 0.498 -0.949 -0.782
C 2.593 4.721 -6.169 1.868 1.574 -1.636
O 3.112 5.469 -5.077 -0.449 0.668 0.570
C 2.234 5.353 -4.064 1.901 0.442 3.335
O 2.399 5.860 -2.949 -1.124 -1.178 -3.341
O 1.328 4.414 -4.386 -1.467 0.345 1.354
H 2.333 2.872 -5.326 -0.489 -0.427 0.470
H 0.871 3.470 -6.194 -0.144 -0.021 0.445
H 2.098 5.413 -6.850 -0.132 -0.001 -0.066
H 3.508 4.355 -6.634 -0.433 -0.431 -0.394
C 1.368 -4.543 5.116 -0.496 1.129 -0.351
C 0.622 -5.224 3.915 1.420 0.359 1.828
O 1.404 -4.846 2.810 0.918 1.175 -0.846
C 2.417 -3.958 3.172 0.034 -0.973 -0.523
O 3.240 -3.493 2.446 -0.823 -0.251 -0.083
O 2.396 -3.778 4.485 0.457 0.038 0.417
H 1.809 -5.173 5.888 -0.118 -0.128 -0.255
H 0.756 -3.752 5.551 -0.308 -0.509 0.478
H -0.372 -4.777 3.892 -0.127 -0.742 -0.458
H 0.757 -6.298 4.040 -0.965 -0.016 -0.248
C 4.508 2.520 -1.819 -0.930 -1.027 -0.375
C 4.313 1.260 -0.973 -1.478 0.280 -1.334
O 5.593 0.960 -0.578 1.237 -2.725 2.551
C 6.505 1.823 -0.928 1.203 1.640 0.027
O 7.663 1.920 -0.564 -2.199 -0.624 -0.855
O 5.872 2.657 -1.774 2.980 2.381 -0.517
H 3.968 3.387 -1.440 0.166 0.139 -0.273
H 4.294 2.254 -2.854 -0.623 0.588 -0.045
H 3.992 0.482 -1.666 -0.509 -0.291 0.589
H 3.637 1.433 -0.136 0.222 -0.424 0.038
C 1.639 -5.198 -3.263 2.142 0.409 -0.662
C 1.243 -5.548 -1.888 -0.394 -0.268 1.850
O -0.182 -5.527 -1.937 -0.422 -0.180 0.225
C -0.576 -4.986 -3.120 2.841 -1.889 1.689
O -1.650 -4.800 -3.462 -4.783 1.114 -0.840
O 0.465 -4.841 -3.900 1.057 0.739 -1.999
H 2.151 -6.052 -3.707 -0.446 -0.107 -0.577
H 2.360 -4.384 -3.338 -0.083 0.277 0.141
H 1.488 -4.851 -1.086 0.516 -0.125 -0.233
H 1.648 -6.537 -1.675 -0.499 -0.066 0.481
C -1.288 1.588 4.302 -0.148 -2.051 0.672
C -2.619 2.039 3.915 -2.883 0.071 -0.731
O -2.471 3.414 3.634 -0.579 0.293 -0.529
C -1.218 3.773 3.902 1.150 2.631 -0.484
O -0.743 4.869 3.698 -0.885 -1.768 0.422
O -0.544 2.749 4.437 1.228 0.139 0.322
H -0.902 0.897 3.553 0.560 0.144 0.235
H -1.497 1.080 5.244 1.209 -0.152 0.234
H -3.374 1.895 4.688 0.085 0.382 0.303
H -3.047 1.494 3.073 0.232 0.287 -0.448
C 5.287 -3.465 -4.880 -1.293 0.252 0.190
C 6.052 -2.528 -4.082 4.148 -0.779 1.643
O 5.143 -1.761 -3.328 0.955 0.241 0.473
C 4.125 -1.561 -4.116 -1.741 0.913 -0.550
O 3.322 -0.645 -3.917 1.397 -2.877 -1.407
O 4.216 -2.537 -5.130 -2.757 1.264 -0.326
H 4.985 -4.315 -4.267 -0.565 -0.083 -0.178
H 5.725 -3.821 -5.812 -0.074 0.367 0.079
H 6.710 -1.941 -4.723 -0.249 0.614 0.161
H 6.690 -3.039 -3.360 0.143 0.139 0.024
```
Forces are in eV/Å.

For the HOMO energy, the calculation gives -7.9 eV. As for the net charge: 0.